[1]
Molecular formula: C25H44BrN2O12P
Method: DFT, ωB97M-V with the def2-TZVPD basis set

Calculated values
F_max = 4.4 eV/A
Multiplicity = 1
Net charge = -2
Energy = -133514.91625 eV

```
85
Properties=species:S:1:pos:R:3:forces:R:3:lowdin_charge:R:1
C 5.1776 0.0239 -0.4039 -0.8 -0.3 -0.4 -0.0847
C 4.3400 1.3097 -0.8487 0.8 -1.5 1.6 -0.2665
O 3.0659 0.8335 -1.2316 0.5 1.2 -0.9 -0.1731
C 2.5305 1.5010 -2.3797 -0.7 -1.0 -1.8 -0.2918
C 1.0377 1.9145 -2.2229 -0.5 -1.1 0.3 -0.2853
P 0.6201 3.5207 -1.2691 1.8 -2.9 1.0 0.6467
O 2.3171 3.8019 -0.9560 0.0 0.2 -1.3 -0.2979
O 0.2953 4.9606 -0.1618 0.0 0.5 -0.1 -0.2886
N 1.3085 5.3089 0.6474 -1.2 0.6 0.4 -0.1161
O 0.8889 5.9860 1.5474 0.3 0.1 0.1 -0.0481
C 0.5793 2.4698 0.3499 -1.7 -1.6 3.8 -0.7148
O 1.6015 2.1918 1.0125 0.8 0.7 -1.1 -0.0993
O -0.5642 2.0483 0.8557 0.7 1.1 -2.3 -0.1866
C -1.2892 3.2762 -1.4411 -2.6 1.5 0.3 -0.1878
C -2.2081 4.3860 -1.1340 -0.8 -2.8 -1.0 -0.0543
C -3.6071 4.0923 -1.2457 0.1 0.4 0.0 -0.0973
C -4.1270 2.8316 -1.6600 1.0 1.0 0.6 -0.2085
N -3.2962 1.8126 -1.9475 0.1 1.2 0.3 0.0113
C -1.9740 2.0729 -1.8341 0.9 -0.4 0.1 -0.1580
C 0.6015 4.6718 -2.8123 -0.9 2.4 0.5 -0.6873
Br 1.6582 4.1441 -4.3946 0.0 -0.2 0.0 0.6459
C 0.9807 6.1965 -2.5240 -0.3 0.1 -1.6 -0.3319
C -0.2829 7.1219 -2.2967 1.2 0.4 0.5 -0.1223
H 5.9493 -0.2539 -1.1655 -0.3 0.3 0.8 0.0579
H 5.5811 0.1105 0.6296 0.1 0.1 -0.8 0.0567
H 4.4637 -0.8414 -0.3859 0.5 0.8 0.0 0.0541
H 4.9320 1.7904 -1.6597 -0.8 0.1 0.4 0.1079
H 4.2465 1.9326 0.0745 -0.1 0.1 -1.0 0.1144
H 2.5271 0.6976 -3.1848 0.0 0.6 0.5 0.1108
H 3.2039 2.2815 -2.8018 -0.5 -0.3 0.8 0.0618
H 0.4334 1.7868 -3.1635 0.9 0.2 0.4 0.0605
H 0.6300 1.0909 -1.5681 0.3 0.8 -0.5 0.0881
H 2.7347 4.2542 -1.7049 -0.2 -0.2 0.2 0.0196
H -1.9067 5.3984 -0.8386 0.1 -0.7 0.0 0.0814
H -4.3288 4.9018 -0.9932 0.5 -0.7 -0.2 0.0834
H -5.2228 2.6527 -1.7052 0.9 0.1 0.0 0.0856
H -1.3851 1.1559 -2.0508 -0.2 1.0 0.2 0.0895
H -0.4576 4.7224 -3.1688 1.0 -0.4 -0.1 0.0495
H 1.4373 6.5884 -3.4740 -0.3 -0.4 0.8 0.0474
H 1.7706 6.3161 -1.7539 -0.8 -0.2 -0.2 0.0892
H -0.0799 8.0979 -2.8074 -0.2 -0.7 0.4 0.0553
H -0.3596 7.3458 -1.2058 -0.5 -0.3 -0.8 0.0652
H -1.2134 6.7017 -2.7318 0.6 0.2 0.5 0.0625
O 4.4101 -5.1738 -2.9403 0.2 0.2 0.3 0.0834
C 3.9163 -5.0100 -1.8517 -0.3 -0.4 -0.2 -0.5200
O 4.5711 -4.2896 -0.9236 0.3 0.3 -0.2 0.0016
C 4.0022 -3.9131 0.3376 -0.1 -0.1 0.2 -0.2208
C 4.1567 -5.0302 1.3500 0.0 -0.2 0.0 -0.0696
C 2.6159 -5.6712 -1.4758 0.2 0.8 -0.3 -0.0133
H 2.9674 -3.5884 0.2202 0.0 -0.1 0.0 0.1242
H 4.5601 -3.0404 0.6773 0.1 0.0 -0.3 0.1142
H 3.6273 -5.9321 1.0377 -0.1 0.1 0.0 0.0635
H 3.7696 -4.7224 2.3232 0.0 0.0 0.0 0.0749
H 5.2093 -5.3015 1.4576 0.0 0.1 0.0 0.0780
H 2.8109 -6.7021 -1.1857 0.0 0.1 0.0 0.0944
H 1.9597 -5.6598 -2.3446 0.1 -0.2 0.0 0.0980
H 2.0841 -5.1672 -0.6828 0.2 -0.1 0.1 0.0443
O -6.4302 3.6166 1.7766 -0.1 -0.3 -0.1 0.0906
C -5.9840 2.5334 2.0544 0.0 0.1 0.2 -0.5314
O -5.9258 1.5751 1.1178 -0.1 0.1 -0.4 -0.0075
C -5.2678 0.3157 1.2874 0.1 -0.2 0.1 -0.2225
C -6.1701 -0.6843 1.9843 -0.2 0.1 0.2 -0.0777
C -5.5711 2.2076 3.4673 0.6 0.0 0.1 0.0069
H -4.3086 0.4426 1.7918 0.0 0.1 0.0 0.1261
H -5.0414 -0.0419 0.2828 0.0 0.3 0.0 0.1237
H -6.4383 -0.3533 2.9898 0.1 0.0 0.0 0.0598
H -5.6785 -1.6559 2.0606 0.0 0.0 0.0 0.0751
H -7.1042 -0.8034 1.4310 0.1 0.0 -0.1 0.0763
H -6.4588 1.9509 4.0470 0.0 0.0 0.0 0.0867
H -5.1013 3.0902 3.8990 -0.2 0.0 0.0 0.0923
H -4.8434 1.4026 3.5406 -0.1 -0.1 0.0 0.0713
O 0.5365 -6.5506 -0.2093 -0.6 -0.2 0.6 0.0836
C 0.0608 -6.3684 0.8804 -0.2 -0.4 -0.1 -0.5019
O 0.7378 -5.6379 1.7828 0.3 0.3 -0.2 -0.0031
C 0.2028 -5.2146 3.0425 -0.1 -0.1 0.2 -0.2200
C 0.3455 -6.2990 4.0909 0.0 -0.2 0.0 -0.0681
C -1.2403 -7.0175 1.2791 -0.5 0.4 0.0 0.0132
H -0.8259 -4.8678 2.9314 0.0 -0.1 0.0 0.1188
H 0.7896 -4.3457 3.3409 0.0 0.0 -0.2 0.1286
H -0.2122 -7.1974 3.8201 -0.1 0.1 0.0 0.0639
H -0.0162 -5.9471 5.0583 0.0 0.0 0.0 0.0809
H 1.3916 -6.5944 4.1911 0.0 0.1 0.0 0.0811
H -1.0463 -8.0479 1.5780 0.0 0.0 0.0 0.0940
H -1.9046 -7.0120 0.4159 0.2 -0.2 -0.1 0.0927
H -1.7665 -6.5004 2.0786 0.1 -0.1 0.1 0.0689
```
Positions in Å, forces in eV/Å.


[2]
Molecular formula: C25H44BrN4O4P
Method: DFT, ωB97M-V with the def2-TZVPD basis set

Calculated values
F_max = 1.9 eV/A
Multiplicity = 1
Energy = -120119.26670 eV
Structure (SMILES) = CCP(C)C(=O)O[C@H](Br)CCCC(=O)O.CCCC#N.CCCC#N.CCCC#N.CCCC#N

```
79
Properties=species:S:1:pos:R:3:forces:R:3:lowdin_charge:R:1
C 2.4219 -3.1535 0.5996 -0.3 -0.2 -0.7 -0.1448
C 2.5921 -2.1720 -0.5717 -0.3 -0.2 0.5 -0.4153
P 3.0329 -0.4420 -0.1223 0.8 0.7 -0.1 1.0192
C 2.2264 0.5761 -1.4160 0.1 -0.6 0.3 -0.2799
C 2.1673 -0.0752 1.4817 0.6 -1.1 0.9 -0.6219
O 2.6746 -0.4968 2.5021 -0.9 0.7 -1.2 0.0175
O 1.0568 0.7753 1.5412 0.4 -0.1 0.0 -0.1167
C -0.1879 0.1606 1.6424 -0.2 0.0 -0.2 -0.6589
Br -0.4282 -0.7791 3.3621 0.1 0.0 0.0 0.7638
C -0.5506 -0.6992 0.4352 -0.3 -0.3 0.3 -0.1879
C -1.6636 -1.7140 0.6435 -0.3 0.3 -0.7 -0.2343
C -3.0597 -1.0764 0.7794 0.4 -0.1 -0.2 -0.0813
C -3.7890 -1.1204 -0.5388 -0.7 -1.4 -1.1 -0.4924
O -4.0321 -2.1760 -1.0967 0.2 1.5 0.8 0.0903
O -4.2480 0.0484 -1.0984 0.4 -0.5 0.0 0.0904
H 3.3052 -3.7668 0.7053 0.3 0.0 0.4 0.0697
H 2.1463 -2.6848 1.5336 0.2 0.1 0.3 0.0465
H 1.6096 -3.8239 0.3377 0.1 0.0 0.1 0.0102
H 1.7055 -2.1986 -1.2013 -0.3 0.2 -0.1 0.0559
H 3.3953 -2.5303 -1.2023 0.3 0.1 -0.2 0.0654
H 2.9112 0.5637 -2.2558 0.1 0.0 -0.2 0.0395
H 1.2764 0.1745 -1.7548 -0.3 0.1 0.0 0.0163
H 2.1687 1.6093 -1.0974 -0.1 0.0 0.1 -0.0053
H -0.8895 0.9751 1.7094 -0.2 0.2 0.2 0.0937
H -0.8949 -0.0017 -0.3255 0.1 0.2 -0.3 0.1081
H 0.3049 -1.2102 0.0113 0.3 -0.1 0.2 0.0813
H -1.4637 -2.4090 1.4418 0.2 0.1 0.3 0.0450
H -1.7008 -2.3161 -0.2575 0.1 -0.3 -0.1 0.0926
H -3.0214 -0.0744 1.1882 -0.1 0.2 0.2 0.1144
H -3.6462 -1.7126 1.4283 -0.3 0.0 0.3 0.1248
H -3.5038 0.6564 -1.1727 -0.1 0.4 0.3 0.1037
C 0.4847 6.1939 -0.2686 -0.1 0.0 0.0 -0.1190
C -0.3717 5.2513 -1.1083 0.1 0.3 0.1 -0.2551
C 0.1801 3.8239 -1.1442 0.0 0.0 0.0 -0.1937
C 1.5212 3.7926 -1.7262 -0.2 0.2 0.0 -0.2644
N 2.5734 3.8079 -2.1806 0.2 0.0 -0.1 0.1678
H 1.4899 6.2913 -0.6788 0.0 -0.1 0.0 0.0700
H 0.0416 7.1898 -0.2448 0.0 0.0 0.0 0.0690
H 0.5740 5.8386 0.7593 0.1 0.0 -0.1 0.0519
H -0.4480 5.6327 -2.1271 0.0 -0.1 -0.1 0.1119
H -1.3852 5.2209 -0.7034 0.0 -0.1 0.0 0.1053
H -0.4670 3.1835 -1.7432 0.0 -0.1 -0.1 0.0956
H 0.2365 3.4093 -0.1341 0.1 0.0 0.0 0.1088
C 5.3257 3.5910 4.2711 0.0 0.0 0.0 -0.1085
C 3.9259 3.1569 4.6905 0.2 0.1 0.0 -0.2539
C 3.0848 2.6445 3.5167 0.1 0.2 0.2 -0.1867
C 2.9010 3.6863 2.5028 0.0 -0.3 0.1 -0.2164
N 2.7562 4.5102 1.7185 0.0 0.2 -0.1 0.1714
H 5.2901 4.4240 3.5681 0.0 0.0 0.0 0.0706
H 5.9006 3.9177 5.1377 0.0 0.0 0.0 0.0706
H 5.8658 2.7687 3.7986 0.0 0.0 0.0 0.0780
H 3.4143 3.9957 5.1664 -0.1 0.0 0.0 0.1105
H 4.0004 2.3627 5.4349 -0.1 0.0 0.0 0.1089
H 2.0997 2.3289 3.8597 0.0 -0.1 -0.1 0.1178
H 3.5658 1.7854 3.0517 0.0 0.0 0.0 0.1021
C -4.0432 -5.0686 -0.0289 0.1 -0.2 0.1 -0.1110
C -3.4740 -6.1698 0.8598 -0.2 0.1 -0.2 -0.2523
C -2.4179 -5.6510 1.8421 0.0 -0.1 -0.2 -0.1727
C -1.2846 -5.0632 1.1273 -0.1 -0.1 0.2 -0.1993
N -0.4103 -4.6010 0.5481 -0.1 -0.1 -0.2 0.1902
H -3.2723 -4.6217 -0.6576 0.0 0.0 0.1 0.0626
H -4.8107 -5.4697 -0.6898 0.0 0.0 0.0 0.0782
H -4.4955 -4.2730 0.5656 0.0 0.0 0.0 0.0702
H -3.0368 -6.9518 0.2366 0.0 0.0 0.1 0.1120
H -4.2813 -6.6308 1.4309 0.1 0.0 0.1 0.1079
H -2.0438 -6.4583 2.4715 0.0 0.0 0.1 0.1191
H -2.8461 -4.8882 2.4945 0.0 0.0 0.0 0.1209
C -1.4488 -0.7533 -3.1434 0.0 0.0 0.1 -0.1064
C -2.0587 -0.7348 -4.5384 0.0 0.0 0.2 -0.2403
C -1.2439 0.1098 -5.5249 -0.2 0.0 0.1 -0.1813
C -1.1718 1.4997 -5.0702 0.1 -0.2 -0.2 -0.2345
N -1.1157 2.5773 -4.6841 0.0 0.2 0.2 0.1530
H -1.4194 0.2511 -2.7105 0.1 0.0 -0.1 0.0603
H -2.0395 -1.3855 -2.4831 0.0 -0.1 0.0 0.0534
H -0.4293 -1.1445 -3.1622 0.0 0.0 0.0 0.0786
H -3.0776 -0.3485 -4.4824 0.0 0.0 -0.1 0.1161
H -2.1261 -1.7548 -4.9182 0.0 0.0 -0.1 0.1137
H -1.7002 0.0933 -6.5142 0.0 0.0 0.0 0.1184
H -0.2281 -0.2767 -5.6170 0.0 0.0 0.0 0.1212
```
Positions in Å, forces in eV/Å.


[3]
Molecular formula: C25H44GeO8STeW
Method: DFT, ωB97M-V with the def2-TZVPD basis set

Calculated values
F_max = 0.4 eV/A
Multiplicity = 2
<S²> = 0.76
Net charge = +1
Energy relative to the best compared isomer or geometry (same formula, charge and spin) = 52.6 kcal/mol

```
81
Properties=species:S:1:pos:R:3:forces:R:3:lowdin_spin:R:1
W -0.7410 -0.5677 1.4454 0.1 -0.3 -0.3 -0.0073
C -3.0155 -3.6001 -0.6725 0.0 0.0 0.0 0.0000
C -2.9644 -2.7291 0.5769 0.0 0.0 0.0 0.0000
C -2.4347 -3.5446 1.7445 0.0 0.0 0.0 0.0000
C -4.3270 -2.1311 0.8928 0.0 0.0 0.0 0.0000
O -2.0231 -1.6393 0.2640 0.0 0.0 0.1 -0.0005
Ge -2.3071 -0.5796 -1.3734 0.0 0.1 0.0 0.0034
O -1.4479 0.7004 -0.0079 -0.1 0.0 0.0 0.0599
C -1.8844 2.1233 -0.0314 0.1 0.0 0.0 0.0030
C -2.1905 2.4707 -1.4853 0.0 0.0 0.0 0.0005
C -0.7548 3.0312 0.4309 0.0 0.0 0.0 0.0084
C -3.1368 2.2574 0.8185 0.0 0.0 0.0 0.0010
O -0.6789 -1.0678 -1.9935 0.0 0.0 0.0 0.0205
C -0.4053 -1.2864 -3.3921 0.0 0.0 0.0 0.0007
C 0.9314 -2.0134 -3.4516 0.0 0.0 0.0 -0.0005
C -0.3132 0.0557 -4.1081 0.0 0.0 0.0 0.0016
C -1.4906 -2.1573 -4.0193 0.0 0.0 0.0 0.0006
H -3.6398 -4.4746 -0.4874 0.0 0.0 0.0 0.0000
H -3.4522 -3.0660 -1.5204 0.0 0.0 0.0 0.0000
H -2.0120 -3.9314 -0.9438 0.0 0.0 0.0 0.0000
H -3.1364 -4.3524 1.9534 0.0 0.0 0.0 0.0000
H -1.4710 -3.9852 1.4953 0.0 0.0 0.0 0.0000
H -2.3452 -2.9474 2.6511 0.0 0.0 0.0 0.0000
H -5.0424 -2.9327 1.0813 0.0 0.0 0.0 0.0000
H -4.2787 -1.4948 1.7738 0.0 0.0 0.0 0.0000
H -4.6996 -1.5457 0.0501 0.0 0.0 0.0 0.0000
H -1.3516 2.2012 -2.1308 0.0 0.0 0.0 0.0005
H -3.0998 1.9922 -1.8501 0.0 0.0 0.0 0.0001
H -2.3369 3.5483 -1.5629 0.0 0.0 0.0 0.0000
H 0.0666 3.0221 -0.2879 0.0 0.0 0.0 0.0062
H -1.1372 4.0523 0.4728 0.0 0.0 0.0 0.0003
H -0.3743 2.7761 1.4132 0.0 0.0 0.0 0.0002
H -3.8910 1.5352 0.4985 0.0 0.0 0.0 0.0000
H -2.9269 2.1069 1.8735 0.0 0.0 0.0 0.0000
H -3.5522 3.2578 0.6875 0.0 0.0 0.0 0.0001
H 1.7176 -1.4042 -3.0019 0.0 0.0 0.0 -0.0003
H 0.8625 -2.9606 -2.9128 0.0 0.0 0.0 0.0000
H 1.2088 -2.2251 -4.4849 0.0 0.0 0.0 0.0000
H 0.4334 0.6891 -3.6239 0.0 0.0 0.0 0.0019
H -0.0272 -0.0779 -5.1523 0.0 0.0 0.0 0.0000
H -1.2767 0.5709 -4.0892 0.0 0.0 0.0 0.0000
H -1.5901 -3.0942 -3.4677 0.0 0.0 0.0 0.0000
H -2.4576 -1.6490 -4.0253 0.0 0.0 0.0 0.0001
H -1.2390 -2.3947 -5.0537 0.0 0.0 0.0 0.0000
O -2.2909 -0.5686 2.7449 0.0 0.0 0.1 -0.0034
C -1.2305 0.0631 3.2616 -0.1 0.1 0.2 0.0004
O -0.8331 1.1451 2.6458 -0.1 0.0 0.0 0.0002
C -0.1756 -0.7398 4.0194 0.1 0.0 0.0 0.0000
O 0.0143 -0.9471 5.1702 0.0 0.0 0.0 -0.0001
O 0.5115 -1.2170 2.9623 -0.1 0.0 0.0 0.0013
C 4.6495 5.6665 1.3148 0.0 0.0 0.0 0.0068
C 3.9048 4.4071 0.9799 0.0 0.0 0.0 0.0372
C 3.5900 3.4754 1.9590 0.0 0.0 0.0 -0.0029
C 2.9019 2.3035 1.6696 0.0 0.0 0.0 0.0331
C 2.5909 1.3525 2.7879 0.0 0.0 0.0 0.0111
C 2.5289 2.0627 0.3387 0.1 0.0 0.0 0.0549
Te 1.5385 0.3203 -0.2602 0.1 0.0 0.0 0.6518
C 2.8559 2.9803 -0.6809 0.0 0.0 0.0 0.0280
C 2.4963 2.7581 -2.1270 0.0 0.0 0.0 0.0133
C 3.5291 4.1393 -0.3338 0.0 0.0 0.0 -0.0040
H 4.7904 5.7722 2.3887 0.0 0.0 0.0 0.0000
H 4.1125 6.5429 0.9503 0.0 0.0 0.0 0.0017
H 5.6327 5.6678 0.8411 0.0 0.0 0.0 0.0024
H 3.8896 3.6631 2.9836 0.0 0.0 0.0 -0.0005
H 3.1624 1.6089 3.6782 0.0 0.0 0.0 0.0007
H 2.8219 0.3191 2.5262 0.0 0.0 0.0 0.0069
H 1.5322 1.4036 3.0424 0.0 0.0 0.0 0.0016
H 1.4141 2.7315 -2.2780 0.0 0.0 0.0 0.0044
H 2.9019 1.8163 -2.5033 0.0 0.0 0.0 0.0029
H 2.8942 3.5623 -2.7428 0.0 0.0 0.0 0.0006
H 3.7762 4.8543 -1.1105 0.0 0.0 0.0 -0.0008
C 2.2050 -3.7566 -0.1746 0.0 0.0 0.0 0.0032
S 1.7228 -2.7731 1.2289 0.0 0.0 0.0 0.0330
C 1.4240 -4.0791 2.4059 0.0 0.0 0.0 0.0043
O 0.3227 -2.2978 0.7582 0.0 0.0 -0.1 0.0075
H 1.4208 -4.4783 -0.3960 0.0 0.0 0.0 0.0000
H 3.1453 -4.2536 0.0625 0.0 0.0 0.0 0.0001
H 2.3419 -3.0730 -1.0105 0.0 0.0 0.0 0.0029
H 2.3848 -4.5516 2.6115 0.0 0.0 0.0 0.0000
H 0.7238 -4.7973 1.9833 0.0 0.0 0.0 0.0010
H 1.0318 -3.6214 3.3095 0.0 0.0 0.0 0.0001
```
Positions in Å, forces in eV/Å.


| no. | M (g/mol) |
| --- | --- |
| 1 | 675.51 |
| 2 | 575.53 |
| 3 | 888.74 |